Formula: C12H23GaN5O6S
Source: OMol25
Level of theory: ωB97M-V/def2-TZVPD

The value obtained for the energy is -3518.66755 Eh. The value obtained for the molar mass is 435.13 g/mol. For the highest occupied orbital energy (spin up / spin down), the calculation gives -11.5 / -11.5 eV. The energy relative to the best compared isomer or geometry (same formula, charge and spin) is 3.985 eV.

ORCA input file:
```
! RIJCOSX wB97M-V def2-TZVPD def2/J DEFGRID3
* xyz 1 1
O 0.79083 0.74208 -2.30744
N 0.97309 -0.11222 1.42384
N -1.01339 -1.67286 0.07245
H 1.78682 -3.18702 -2.75431
H 0.92236 4.60807 -0.15542
Ga -0.21573 0.22182 -0.66991
C -1.74273 0.02968 -2.08463
C 2.52122 0.17271 3.11774
H -0.32431 -4.86827 -0.60948
N 1.32515 -1.19365 -0.75217
O -2.23855 0.40338 1.77127
H -2.78139 3.80889 1.74253
C -2.11650 3.05951 2.18610
H 2.78938 0.99156 1.10939
H 2.82151 -3.23107 -1.29112
H 0.91044 1.26039 -3.14205
N 0.49227 2.06918 -0.21905
H -1.69263 0.99176 -2.58547
O 1.67946 2.50247 -0.74785
H 1.49850 -4.44811 -1.49822
C 0.38153 -0.72762 2.43156
C 0.90145 -2.47900 -0.96855
H 0.72850 4.46029 1.61896
H -0.30581 -1.15382 -4.35414
H -0.64406 5.01265 0.62439
C -0.21167 2.94041 0.47893
H -2.19911 -0.63826 1.44527
H -1.67421 -0.73620 -2.86257
C 2.17646 0.42495 1.81299
C 1.80739 -3.41063 -1.67075
C -1.32585 2.35584 1.14035
N -1.48468 1.05044 0.86278
O 2.54431 -0.93731 -0.64946
H 1.74141 1.81113 -1.48248
H -2.72134 2.36163 2.76870
C 0.22664 4.34610 0.64791
O -0.34891 -1.19013 -3.39103
H -1.45199 3.60310 2.86757
O -1.99101 -1.90747 0.91069
H 0.19613 -0.45021 -3.01540
H -0.98475 -4.29199 0.94180
H -2.66819 -0.04600 -1.51328
C -0.36961 -2.76040 -0.41899
H 3.45133 0.49143 3.58469
S 1.26995 -0.73932 3.88266
H -0.53474 -1.28095 2.38731
C -0.93927 -4.09568 -0.13907
H -1.95570 -4.16128 -0.54710
*
```

***

Formula: C5H13N2O
Source: OMol25
Level of theory: ωB97M-V/def2-TZVPD

The value obtained for the energy is -382.74863 Eh. The value obtained for the molar mass is 117.17 g/mol. For the highest occupied orbital energy, the calculation gives -13.5 eV. The energy relative to the best compared isomer or geometry (same formula, charge and spin) is 3.075 eV.

ORCA input file:
```
! RIJCOSX wB97M-V def2-TZVPD def2/J DEFGRID3
* xyz 1 1
H -0.93855 0.51414 0.51831
H -0.66742 -2.03920 0.60760
C 2.23516 1.30724 1.08688
H 1.07927 0.02882 -0.27308
O 3.44648 1.10968 0.31584
C -2.43646 -0.22199 -1.52737
H -0.41880 2.10687 1.22401
C -1.17581 -1.85018 -0.32548
H -1.95120 -2.81763 -1.97403
C -1.42523 -2.93082 -1.02850
H 2.18305 2.36687 1.40558
H 1.03878 1.71292 -0.69111
H -1.13768 -3.89914 -0.63317
N -1.62367 -0.49676 -0.55106
H 0.08126 0.67051 1.90098
H -2.52497 -0.83944 -2.41734
H -2.92358 0.74724 -1.55975
C 1.08328 1.03416 0.15934
N -0.13150 1.09784 1.02517
H 4.05276 1.73452 0.74622
H 2.15484 0.66436 1.99098
*
```

***

Formula: C16H31NP2PtS
Source: OMol25
Level of theory: ωB97M-V/def2-TZVPD

The value obtained for the energy is -1882.36143 Eh. The expectation value of S² is 6.035. The value obtained for the molar mass is 526.52 g/mol. For the highest occupied orbital energy (spin up / spin down), the calculation gives -10.9 / -14.5 eV. The energy relative to the best compared isomer or geometry (same formula, charge and spin) is 0.051 eV.

ORCA input file:
```
! RIJCOSX wB97M-V def2-TZVPD def2/J DEFGRID3
* xyz 2 5
H -3.31075 0.99300 -1.03933
C -2.40373 2.29701 1.22706
H -1.56022 2.70680 1.78995
H 1.56588 -3.90069 0.62207
C 0.23265 1.54347 3.63653
P -1.21096 2.07086 -2.55214
H -1.95379 -0.23515 -2.95070
P -1.89556 0.58185 0.80695
H 0.67174 -2.42247 -1.74185
H -3.26707 2.23524 -3.87920
H 3.77165 -2.46932 0.20641
C -2.20544 2.46846 -4.01902
H -3.29609 2.26719 1.86913
H -2.45174 -0.28725 2.93396
H 1.60906 1.76616 -0.37144
H 0.59309 1.38942 -4.14954
H -1.84070 1.94109 -4.90962
Pt 1.00149 -0.25418 1.28553
H 0.82141 3.01353 -3.42831
N -0.15106 0.56963 3.02562
C 3.57801 -1.65388 0.93017
H 0.74414 2.28683 1.11974
H 3.29253 0.36401 -0.04778
C 2.75906 -0.54737 0.28057
H -3.05851 -0.73282 -0.79967
C 0.49592 1.98343 -3.22317
H 1.18038 1.54834 -2.47417
S 0.65755 2.78828 4.51621
H -0.61078 -0.23253 -1.73580
C 0.82206 -3.14386 0.34329
C 1.64904 -0.92120 -0.59498
H 1.42648 -0.27358 -1.45850
C 1.36577 -2.37464 -0.88451
C 2.92923 -2.26981 2.22931
H -0.14633 1.66365 -0.32074
C -1.54714 0.26852 -2.06401
H 3.52139 -1.88174 3.07223
H 4.54672 -1.20762 1.20999
H -2.14903 3.56176 -4.16956
H 2.27892 -2.87064 -1.22653
C -2.88694 -0.41192 1.93867
C 1.46796 -1.90891 2.48912
H -0.07951 -3.68357 0.03350
H -3.92052 -0.06128 1.94902
H -2.83218 -1.45727 1.62567
H 1.18289 -1.80313 3.55394
C -2.54786 0.22555 -0.89410
H 3.08479 -3.35662 2.20151
C 0.46278 -2.27350 1.52671
C 0.75727 1.57199 0.29343
H -2.57443 2.91958 0.34058
H -0.56951 -2.39071 1.87778
*
```

***

Formula: C5H11N4
Source: OMol25
Level of theory: ωB97M-V/def2-TZVPD

The value obtained for the energy is -415.79777 Eh. The value obtained for the molar mass is 127.17 g/mol. For the highest occupied orbital energy, the calculation gives -13.3 eV. The energy relative to the best compared isomer or geometry (same formula, charge and spin) is 3.413 eV.

ORCA input file:
```
! RIJCOSX wB97M-V def2-TZVPD def2/J DEFGRID3
* xyz 1 1
C 3.54501 1.04324 -0.02534
C -2.39855 -0.19706 1.26606
H -3.50844 -0.49099 1.20740
N 0.14271 1.56024 -0.23814
N 2.42055 0.48796 -0.14304
H 4.40221 0.45085 0.18122
H -2.43444 0.51219 1.99414
H 1.38232 0.91808 -0.42225
H -1.91121 -1.03351 1.64063
H 3.24929 -1.42339 0.49676
C -0.83764 1.02638 -0.01305
H -2.46072 0.91152 -1.91849
H -2.05494 -0.90964 -1.66150
H 3.73413 2.05949 0.12636
C 2.34709 -1.00371 0.05943
N -1.94669 0.38914 0.04781
C -2.47047 -0.06145 -1.23329
H 1.10149 -2.48686 -0.01375
N 1.26366 -1.49579 -0.29534
H -3.56536 -0.25670 -1.05560
*
```

***

Formula: C25H46ClN2O6PSSi
Source: OMol25
Level of theory: ωB97M-V/def2-TZVPD

The value obtained for the energy is -3030.46920 Eh. Its SMILES is C[Si](C)(C)[C@@]1(CCc2ccccc2)OC(=O)[C@@H](P(=N)(O)O)[C@@H]1CCCCS(=O)(=O)Cl.CCN(CC)CC. The value obtained for the molar mass is 597.23 g/mol. For the highest occupied orbital energy, the calculation gives -8.1 eV.

ORCA input file:
```
! RIJCOSX wB97M-V def2-TZVPD def2/J DEFGRID3
* xyz 0 1
O -4.62532 -2.09732 -2.74342
O -4.34998 -2.76792 -4.82488
S 0.49001 3.76987 0.78695
C -1.70430 1.45084 -1.82520
H -1.83930 -2.54531 -3.29645
H 6.45156 3.15161 1.81610
H -4.88038 1.31668 0.99743
C -2.81093 -2.81004 0.56138
C -0.34565 -3.13915 0.04140
N 5.57403 0.73238 2.90760
H 4.78592 1.28915 1.09222
H 5.19670 3.69360 2.93631
C -4.32176 0.40692 0.79457
C 5.48285 0.89783 4.34794
H 7.59135 1.29783 2.47517
H 6.78802 0.24424 1.32392
C -3.89322 -2.29311 -3.84762
C -3.78550 -1.57362 -1.61973
H -1.42050 -1.79392 -6.96747
C -1.59705 -0.07167 -1.81514
H -1.72289 -1.18605 2.43744
C 0.38304 -1.38777 2.08055
H -6.66455 -2.30930 -0.94451
H -3.38674 -2.10812 1.15019
C 5.38092 3.13204 2.02180
O 0.77162 5.16791 0.79118
C 1.37038 -1.98596 1.30186
H -1.62463 3.34590 0.06164
H 1.76374 -3.34190 -0.31732
C 6.90015 0.44303 2.39341
H -6.06662 0.34197 -2.78891
H 8.48953 -0.99347 2.55752
H -7.28447 -1.15234 0.23653
H -0.60522 -3.82978 -0.74606
H 0.64982 -0.70024 2.86626
O -1.96977 -1.98965 -6.19896
H -2.50899 0.78661 -6.07634
H -6.02717 -2.31434 0.68442
C -2.77830 -0.76446 -2.47506
C -5.72137 0.78493 -1.86146
H 4.88182 3.66587 1.21191
H 6.40410 1.80507 6.08072
C 4.84281 1.69742 2.10823
C -6.39580 -1.66873 -0.10835
C 7.54323 -0.76832 3.05041
H 5.73093 -0.06002 4.81016
C 1.00178 -2.86855 0.28092
O -0.17257 -1.17695 -4.71214
C -3.31781 -2.85502 -0.89287
H 3.81344 1.72505 2.47612
H 4.43086 1.06954 4.58798
H -2.58375 -3.37740 -1.49784
H -0.66793 4.23026 -1.15525
H 5.92765 2.98364 4.86922
C 6.34281 1.98659 5.00622
H 0.21069 -0.32846 -4.45797
H 7.36152 1.98874 4.61616
N -2.08960 0.54732 -5.18851
H -3.28339 0.67941 0.63136
H -1.48850 -0.39549 -0.79910
H -3.01595 -3.78761 0.99293
C -0.69120 3.37573 -0.48840
C -1.34890 -2.53057 0.80208
H -4.19473 -3.49514 -0.89841
O 0.12134 3.05244 1.97015
H 7.75898 -0.59939 4.10546
H -4.35263 -0.19552 1.69728
H -1.85449 1.79138 -2.84562
H -2.56415 1.74920 -1.22928
Cl 2.18807 2.86957 0.09189
H -4.94261 1.50876 -2.08703
H 2.40936 -1.77784 1.50062
P -1.72895 -0.95364 -5.02734
H -0.68111 -0.33829 -2.33688
H 0.33138 2.18212 -1.95484
H -0.06851 1.33911 -0.48446
C -0.44437 2.05937 -1.20799
C -2.50763 -1.75016 -3.62020
C -0.96503 -1.66209 1.83396
H 6.89543 -1.64174 2.96755
Si -5.06605 -0.49844 -0.67613
H -6.53526 1.31394 -1.37439
H -3.37030 0.01098 -2.96359
*
```

***

The highest energy belongs to which entry?
C5H13N2O

***

Which value of energy does entry 5 give?
-3030.46920 Eh

***

Which of these has the lowest molar mass?
C5H13N2O